10
Properties=species:S:1:pos:R:3 method="wB97M-V/def2-TZVPD" orbital_gap_ev="3.472 / 4.529" homo_ha="0.1255 / 0.0680" multiplicity=2 charge=-2
C -0.85465 -1.39054 -0.93401
H -1.32260 -2.22927 -0.40642
H -0.27799 -1.76746 -1.86558
H -0.04670 -0.90408 -0.22579
H -1.50217 -0.50668 -1.14706
C 0.51718 1.21912 0.41809
S 1.86829 1.81355 2.64473
H -0.38082 1.34679 1.02035
H 0.91538 1.99570 -0.16570
H 1.08409 0.42288 0.66139